[1]
A molecular structure, C33H33N3NiPSe2. Source: the Open Molecules 2025 dataset; level of theory: ωB97M-V with the def2-TZVPD basis set.

The geometry in XYZ format:
```
73
Properties=species:S:1:pos:R:3:mulliken_charge:R:1
Ni 0.074 -0.586 0.222 -0.082
C 2.030 -1.159 3.281 -0.679
Se 0.924 -2.167 2.050 0.119
C -0.738 -1.986 3.059 0.214
C -1.920 -2.512 2.273 -0.958
Se -2.160 -1.647 0.533 0.142
C -3.236 -0.123 1.056 -0.826
H 1.553 -0.204 3.478 0.012
H 2.995 -0.988 2.810 0.302
H 2.153 -1.737 4.193 0.484
H -0.844 -0.923 3.280 -0.475
H -0.623 -2.540 3.991 0.577
H -2.846 -2.363 2.828 0.475
H -1.826 -3.577 2.065 0.423
H -4.198 -0.479 1.416 0.485
H -3.366 0.478 0.160 0.298
H -2.722 0.467 1.810 0.068
C 4.596 2.386 1.793 -0.830
C 3.822 2.592 2.928 -0.840
C 2.445 2.425 2.876 -0.404
C 1.824 2.058 1.682 0.253
C 2.608 1.858 0.547 0.028
C 3.985 2.019 0.603 -0.237
P 0.045 1.637 1.630 1.491
C -0.680 2.749 2.869 0.266
C -0.391 4.116 2.877 -0.335
C -0.976 4.950 3.815 -0.820
C -1.851 4.428 4.762 -0.507
C -2.134 3.072 4.773 -0.805
C -1.548 2.237 3.830 -0.110
C -0.498 2.125 -0.023 0.842
C -0.860 3.384 -0.496 -0.642
C -1.173 3.525 -1.839 -0.670
C -1.100 2.423 -2.688 -0.753
C -0.725 1.177 -2.203 -0.006
C -0.434 0.992 -0.849 -0.323
H 5.668 2.521 1.837 0.444
H 4.290 2.889 3.858 0.425
H 1.855 2.592 3.769 0.455
H 2.138 1.586 -0.391 -0.117
H 4.579 1.869 -0.291 0.261
H 0.309 4.525 2.158 0.441
H -0.748 6.007 3.813 0.421
H -2.304 5.081 5.496 0.395
H -2.804 2.662 5.517 0.445
H -1.762 1.175 3.853 -0.029
H -0.906 4.242 0.163 0.393
H -1.467 4.490 -2.229 0.392
H -1.340 2.544 -3.738 0.385
H -0.667 0.341 -2.895 0.357
C 0.596 -3.015 -3.345 -0.910
C 0.047 -2.413 -2.232 -0.493
N 0.800 -1.798 -1.313 0.404
C 2.115 -1.727 -1.508 0.048
C 2.754 -2.263 -2.618 0.258
C 1.969 -2.949 -3.534 -0.489
C 4.215 -2.137 -2.793 -0.944
C 4.942 -1.022 -2.870 -0.824
C 4.493 0.383 -2.904 1.175
C 5.439 1.393 -3.057 -0.718
C 4.974 2.694 -3.139 -0.257
N 3.680 2.992 -3.074 -0.534
C 2.857 1.959 -2.928 -0.254
N 3.190 0.677 -2.835 -0.178
H -0.043 -3.519 -4.055 0.446
H -1.021 -2.423 -2.056 0.474
H 2.692 -1.203 -0.753 0.351
H 2.426 -3.405 -4.404 0.525
H 4.748 -3.078 -2.887 0.440
H 6.012 -1.145 -2.992 0.334
H 6.495 1.169 -3.122 0.408
H 5.659 3.525 -3.264 0.414
H 1.797 2.186 -2.867 0.479
```

Results
E: -8093.881104 a.u.
Orbital gap (spin up / spin down): 7.805 / 8.041 eV
HOMO level (spin up / spin down): -0.37925 / -0.40252 hartree
LUMO energy (spin up / spin down): -0.0924 / -0.1070 hartree
Relative energy (zero: lowest compared OMol25 entry of this formula, charge and spin): 0.00 kJ/mol
Charge: +1
Spin multiplicity: 3

***

[2]
A molecular structure, C10H20BBr12NO6P2. Source: the Open Molecules 2025 dataset; level of theory: ωB97M-V with the def2-TZVPD basis set.

The geometry in XYZ format:
```
52
Properties=species:S:1:pos:R:3:nbo_charge:R:1
C -1.971 5.576 0.032 -0.243
O -2.452 4.222 0.055 -0.752
B -1.545 3.244 0.367 1.227
O -0.958 3.191 1.625 -0.942
C -1.267 2.162 -0.748 -0.470
C -2.563 1.267 -0.869 -0.224
N -2.241 -0.064 -1.384 -0.839
O -0.193 1.227 -0.412 -0.552
C 1.000 1.753 -0.059 0.552
O 1.487 2.711 -0.601 -0.637
P 1.866 0.733 1.166 0.725
C 3.362 1.666 1.615 -0.937
C 0.782 0.507 2.615 -0.922
P -1.130 2.940 -2.448 1.372
O -0.280 1.724 -3.138 -1.023
O -0.121 4.198 -2.272 -1.007
H -0.883 5.626 0.109 0.187
H -2.242 6.012 -0.931 0.195
H -2.432 6.155 0.832 0.183
H -1.448 2.624 2.233 0.508
H -2.977 1.161 0.139 0.185
H -3.276 1.786 -1.510 0.213
H -2.534 -0.132 -2.351 0.367
H -2.717 -0.796 -0.876 0.359
H 3.556 2.439 0.871 0.265
H 3.334 2.081 2.624 0.232
H 4.195 0.962 1.576 0.237
H 0.954 1.232 3.412 0.230
H 0.972 -0.490 3.016 0.239
H -0.256 0.528 2.279 0.240
H 0.098 1.106 -2.490 0.509
H 0.818 3.953 -2.261 0.517
C 1.589 -3.978 2.169 -0.508
Br 0.956 -4.252 3.969 0.073
Br 0.377 -2.893 1.157 0.112
Br 3.369 -3.256 2.153 0.096
H 1.631 -4.950 1.699 0.230
C -0.151 1.467 -6.474 -0.502
Br 1.471 0.563 -6.974 0.082
Br 0.044 3.374 -6.562 0.092
Br -1.650 0.857 -7.514 0.079
H -0.351 1.223 -5.439 0.247
C -3.168 -5.026 -0.582 -0.498
Br -3.663 -5.197 1.266 0.098
Br -2.975 -3.177 -1.087 0.079
Br -1.583 -6.029 -0.991 0.098
H -3.973 -5.437 -1.173 0.227
C 3.756 -6.823 4.472 -0.506
Br 3.111 -8.391 5.374 0.096
Br 5.562 -6.402 4.971 0.097
Br 3.576 -6.981 2.564 0.081
H 3.133 -5.994 4.779 0.231
```

Results
E: -32495.019222 a.u.
Orbital gap: 8.178 eV
HOMO level: -0.30859 hartree
LUMO energy: -0.0080 hartree
Charge: 0
Spin multiplicity: 1

***

Question: What is the E in the first record?
Answer: -8093.881104 a.u.